ORCA calculation (wB97M-V/def2-TZVPD) on a molecular structure, C10H12AuF9OS3 at a distorted geometry.

Values from the calculation:
spin multiplicity: 1
LUMO energy (alpha / beta): -0.3942 / -0.3937 Ha
HOMO (alpha / beta): -16.992 / -17.027 eV
Kohn-Sham gap (alpha / beta): 6.266 / 6.314 eV
net charge: +2

Last column: natural (NBO) charge in e.
Atoms and positions in Å:
Au 0.15655 0.81114 -0.38097  1.12
C -3.04796 0.89946 0.08180  -0.57
C -2.54670 1.88814 1.10768  -0.55
S -0.90422 2.59374 0.71161  0.44
C -0.02312 2.50194 2.30106  -0.55
C 0.07364 1.12767 2.93790  -0.58
S 0.91569 -0.06683 1.86043  0.50
C -0.19571 -1.47749 1.74750  -0.58
C -1.67588 -1.21906 1.42800  -0.58
S -1.99558 -0.54552 -0.21936  0.48
H -4.04019 0.54068 0.36452  0.29
H -3.14227 1.35232 -0.90644  0.28
H -3.23152 2.73668 1.13769  0.29
H -2.49744 1.47752 2.11279  0.24
H 0.96461 2.90885 2.07721  0.28
H -0.51392 3.20645 2.97564  0.29
H 0.69858 1.21085 3.82926  0.30
H -0.88303 0.72240 3.25738  0.24
H 0.28140 -2.08851 0.97952  0.30
H -0.11840 -2.01480 2.69470  0.29
H -2.17188 -2.19156 1.42107  0.30
H -2.18027 -0.60379 2.16795  0.24
F 1.22316 1.37448 -2.46799  -0.35
C 1.21570 0.13987 -3.11211  0.96
F 2.00315 0.22629 -4.14710  -0.25
F -0.04531 -0.02486 -3.49664  -0.29
C 1.63609 -0.96650 -2.10037  -0.02
O 0.78909 -0.94382 -0.97697  -0.72
C 1.44359 -2.37711 -2.74236  0.98
F 2.16395 -2.50732 -3.83999  -0.27
F 1.80421 -3.30107 -1.85320  -0.29
F 0.15734 -2.56575 -3.03448  -0.30
C 3.10433 -0.76306 -1.61191  0.96
F 3.99257 -1.11050 -2.51918  -0.27
F 3.29520 0.52786 -1.28129  -0.32
F 3.29456 -1.47881 -0.50334  -0.30